Arrangement 1

The following is a DFT calculation (the ωB97M-V functional and the def2-TZVPD basis) of a single C10H18Si molecule.

Calculated values
Kohn-Sham gap, eV: 9.3

```
! RIJCOSX wB97M-V def2-TZVPD def2/J DEFGRID3
* xyz 0 1
C -0.4238 -1.8176 1.2592
C -0.4864 -0.3224 1.4579
C 0.6898 0.1897 2.3549
C -1.7606 0.0823 2.1455
C -2.5179 0.9736 1.4741
C -1.8510 1.1046 0.1201
C -0.6453 0.3995 0.1069
Si 0.5319 0.2570 -1.3351
C 0.0382 1.4979 -2.6497
C 0.6369 -1.6129 -2.0340
C 2.2644 0.7066 -0.7887
H 0.4367 -2.0997 0.7157
H -1.2668 -2.0703 0.7087
H -0.2912 -2.4627 2.1020
H 0.5053 -0.2024 3.3063
H 0.5785 1.2738 2.4217
H 1.6128 -0.0898 1.9567
H -1.8405 -0.4017 3.0956
H -3.4342 1.3887 1.6933
H -2.2592 1.5857 -0.7225
H 0.7150 1.4886 -3.5433
H -1.0424 1.3501 -3.0474
H -0.0598 2.5024 -2.2252
H 0.2259 -1.7425 -3.0874
H 1.6007 -2.1779 -2.0120
H 0.1385 -2.0329 -1.1720
H 2.5641 1.3163 -1.5962
H 2.4826 1.1004 0.2199
H 2.8576 -0.1843 -0.9251
*
```

=====

Arrangement 2

The following is a DFT calculation (the ωB97M-V functional and the def2-TZVPD basis) of a single C10H18Si molecule.

Calculated values
Kohn-Sham gap (spin up / spin down), eV: 7.4 / 7.9

```
! RIJCOSX wB97M-V def2-TZVPD def2/J DEFGRID3
* xyz 0 1
C 3.0169 -1.3856 0.0874
C 1.7939 -0.5852 0.3488
C 2.0764 0.8126 0.6893
C 0.8162 -0.5843 -0.7833
C -0.8612 0.1888 -0.6815
Si -1.5842 0.9221 0.9005
C -3.5658 0.8492 0.7539
C -0.9293 -0.0494 2.3123
C -1.2419 0.3025 -2.1520
C -0.2011 -0.4765 -2.9030
C 0.9096 -0.8688 -2.1710
H 2.8020 -2.4470 0.0901
H 3.7234 -1.2988 0.9505
H 3.3596 -1.0569 -0.8471
H 1.3397 -1.0172 1.2459
H 3.0023 0.9503 1.2689
H 1.2312 1.2949 1.2027
H 2.0414 1.5379 -0.2381
H -1.3567 2.4188 1.1539
H -4.0204 1.6928 1.2543
H -3.9612 0.8796 -0.2794
H -3.8093 -0.0159 1.3069
H -1.8443 -0.4184 2.8229
H -0.5157 -0.9133 1.8310
H -0.1284 0.2512 2.8619
H -1.0571 1.3560 -2.4119
H -2.2440 0.0473 -2.1836
H -0.4536 -0.8648 -3.8376
H 1.6614 -1.5221 -2.5925
*
```

=====

Stability ranking, top entry: arrangement 1; the second entry is 0.1169 hartree less favorable.

=====

Arrangement 1

The following is a DFT calculation (the ωB97M-V functional and the def2-TZVPD basis) of a molecular structure, C29H44CdN6O9S2Si.

Calculated values
Kohn-Sham gap, eV: 7.5

```
! RIJCOSX wB97M-V def2-TZVPD def2/J DEFGRID3
* xyz -2 1
Cd -0.4363 -0.8296 0.1253
O 1.5640 -0.3707 -3.7774
C 0.8306 -0.7074 -2.8611
N 0.0964 0.0538 -2.0107
C -0.2987 1.2979 -2.3594
O -0.0187 1.9626 -3.3475
C -1.3679 1.8572 -1.4188
C -1.9654 3.0733 -1.7205
C -3.0326 3.4936 -0.9478
C -3.4699 2.6929 0.0973
C -2.7899 1.5141 0.3617
N -1.7611 1.1184 -0.3843
C 0.6301 -2.2078 -2.6329
C 1.1751 -3.1095 -3.5409
C 0.9491 -4.4597 -3.3500
C 0.1870 -4.8703 -2.2646
C -0.3225 -3.9020 -1.4145
N -0.1036 -2.6052 -1.6009
H -1.5825 3.6390 -2.5568
H -3.5268 4.4343 -1.1625
H -4.3174 2.9714 0.7100
H -3.0765 0.8508 1.1694
H 1.7639 -2.7213 -4.3597
H 1.3659 -5.1884 -4.0358
H -0.0114 -5.9169 -2.0739
H -0.9418 -4.1563 -0.5610
C -4.5880 -2.3529 -1.1100
S -3.7956 -2.3213 0.4890
O -4.0162 -3.6352 1.0637
O -4.4087 -1.2142 1.2017
O -2.3813 -2.0825 0.1422
H -5.6520 -2.5282 -0.9616
H -4.1465 -3.1538 -1.6999
H -4.4206 -1.3918 -1.5924
S -1.3304 0.3856 5.0790
C -1.0864 0.1000 3.4706
N -0.9151 -0.1024 2.3366
C 4.8692 -4.5247 0.3035
C 4.5618 -3.0831 -0.1018
C 3.5634 -3.0587 -1.2527
C 5.8446 -2.3650 -0.5108
O 4.0665 -2.3898 1.0302
Si 2.5065 -2.2892 1.6051
O 1.5270 -1.5431 0.6359
O 2.1099 -3.8686 1.9257
C 1.0470 -4.3760 2.7282
C -0.1876 -3.4853 2.6710
C 0.7252 -5.7588 2.1701
C 1.5492 -4.4870 4.1665
O 2.7107 -1.5938 3.0963
C 3.2492 -0.3092 3.3876
C 2.6522 0.1026 4.7277
C 4.7691 -0.4368 3.5027
C 2.8871 0.7115 2.3111
H 5.2920 -5.0828 -0.5369
H 3.9540 -5.0129 0.6387
H 5.5842 -4.5318 1.1294
H 3.9836 -3.5520 -2.1337
H 3.3060 -2.0311 -1.5098
H 2.6427 -3.5735 -0.9718
H 6.3178 -2.8625 -1.3613
H 6.5451 -2.3532 0.3272
H 5.6178 -1.3344 -0.7876
H -0.5645 -3.3990 1.6513
H 0.0364 -2.4827 3.0377
H -0.9892 -3.8994 3.2859
H 0.4070 -5.6693 1.1300
H -0.0758 -6.2331 2.7415
H 1.6144 -6.3932 2.2066
H 1.8054 -3.4961 4.5416
H 2.4435 -5.1142 4.1994
H 0.7821 -4.9246 4.8106
H 2.9078 -0.6394 5.4881
H 1.5649 0.1575 4.6623
H 3.0408 1.0752 5.0443
H 5.0180 -1.1805 4.2630
H 5.2149 0.5212 3.7867
H 5.1894 -0.7630 2.5518
H 1.8031 0.8052 2.2247
H 3.2722 0.4039 1.3376
H 3.3221 1.6837 2.5578
C -1.5033 3.5934 3.0955
N -0.1004 3.3967 2.7717
C 0.8225 3.2725 3.8875
C 0.3525 3.7712 1.5864
N 0.7429 4.0944 0.5449
H -1.8361 2.7756 3.7354
H -2.0872 3.5942 2.1799
H -1.6531 4.5469 3.6203
H 0.4982 2.4467 4.5213
H 0.8476 4.1977 4.4792
H 1.8190 3.0611 3.5111
*
```

=====

Arrangement 2

The following is a DFT calculation (the ωB97M-V functional and the def2-TZVPD basis) of a molecular structure, C29H44CdN6O9S2Si.

Calculated values
Kohn-Sham gap, eV: 7.1

```
! RIJCOSX wB97M-V def2-TZVPD def2/J DEFGRID3
* xyz -2 1
Cd -0.9525 0.6369 1.6795
O -4.6791 -1.1666 0.8351
C -3.8543 -0.2778 1.0002
N -3.1499 0.0667 2.0888
C -3.5664 -0.0893 3.3495
O -4.6653 -0.4641 3.7498
C -2.5530 0.4383 4.3334
C -2.5165 -0.0677 5.6276
C -1.5910 0.4535 6.5143
C -0.8094 1.5199 6.1046
C -0.9735 2.0058 4.8134
N -1.7907 1.4541 3.9342
C -3.5328 0.6549 -0.1500
C -4.2836 0.5730 -1.3217
C -4.0093 1.4420 -2.3603
C -3.0124 2.3895 -2.1784
C -2.3466 2.4183 -0.9597
N -2.5926 1.5749 0.0224
H -3.1802 -0.8742 5.9016
H -1.4806 0.0360 7.5068
H -0.0787 1.9657 6.7648
H -0.4281 2.8703 4.4683
H -5.0445 -0.1895 -1.3931
H -4.5547 1.3827 -3.2949
H -2.7498 3.0854 -2.9643
H -1.5980 3.1681 -0.7505
C 2.4149 -0.1934 1.8343
S 1.7804 1.4444 2.2656
O 2.9307 2.3519 2.1614
O 0.7445 1.8720 1.2959
O 1.2757 1.3474 3.6241
H 3.4501 -0.0898 1.5334
H 1.8152 -0.6126 1.0392
H 2.3284 -0.7847 2.7371
S 0.2230 -2.9173 4.7447
C -0.1361 -1.8248 3.6401
N -0.3853 -1.0428 2.8079
C 2.2434 -3.8423 -1.7402
C 1.3695 -3.7871 -0.4834
C 2.2692 -3.7895 0.7590
C 0.4472 -5.0178 -0.4668
O 0.5553 -2.6583 -0.4265
Si 0.5085 -1.1920 -1.1653
O -0.4708 -0.2457 -0.4239
O 2.1251 -0.7920 -1.2932
C 2.7044 0.2982 -1.9483
C 1.8485 1.5545 -1.8033
C 4.0822 0.5602 -1.3126
C 2.8736 -0.0562 -3.4370
O 0.1471 -1.4509 -2.7861
C -1.0760 -1.7842 -3.3674
C -1.5339 -0.5949 -4.2265
C -0.8425 -3.0129 -4.2661
C -2.1540 -2.1180 -2.3388
H 2.8148 -4.7697 -1.7528
H 2.9198 -2.9954 -1.7418
H 1.6250 -3.7866 -2.6302
H 2.8904 -4.6839 0.7851
H 1.6518 -3.7462 1.6511
H 2.8959 -2.9027 0.7404
H 1.0272 -5.9383 -0.5092
H -0.2245 -4.9820 -1.3215
H -0.1534 -5.0086 0.4362
H 1.5504 1.6414 -0.7616
H 0.9476 1.4552 -2.4003
H 2.4147 2.4317 -2.1133
H 3.9605 1.0311 -0.3411
H 4.6722 1.2206 -1.9475
H 4.6154 -0.3798 -1.1870
H 1.9378 -0.4900 -3.7729
H 3.6633 -0.7948 -3.5613
H 3.1086 0.8284 -4.0263
H -0.7450 -0.3111 -4.9199
H -1.7355 0.2455 -3.5705
H -2.4326 -0.8476 -4.7851
H -0.0174 -2.8370 -4.9532
H -1.7411 -3.2392 -4.8352
H -0.5907 -3.8652 -3.6417
H -2.3175 -1.2702 -1.6836
H -1.8150 -2.9314 -1.7068
H -3.0859 -2.3911 -2.8283
C 1.9343 5.0991 1.5087
N 0.6803 4.9509 0.7913
C 0.7045 4.7147 -0.6402
C -0.3318 4.4053 1.4400
N -1.3003 4.1039 1.9838
H 2.7658 5.0261 0.8135
H 2.0716 4.3040 2.2421
H 1.9586 6.0799 1.9966
H 1.6247 5.1217 -1.0596
H -0.1410 5.2350 -1.1022
H 0.6516 3.6481 -0.8739
*
```

=====

Stability ranking, top entry: arrangement 1; the second entry is 0.0602 hartree less favorable.